A structure of composition C4H56B12Ca4O at a distorted geometry. Source: OMol25; level of theory: ωB97M-V/def2-TZVPD.

XYZ file:
```
77
Properties=species:S:1:pos:R:3:forces:R:3
Ca 1.885567 1.738070 -2.986496 -1.28 -0.57 0.47
Ca 1.813686 1.430252 1.383073 -1.83 0.60 0.64
Ca -2.041913 1.706300 -1.196040 -1.09 -0.09 1.11
Ca -0.372503 -1.914594 -1.722459 -2.09 0.87 0.40
B 1.381861 3.952232 1.247195 -0.21 0.62 0.55
H 0.954996 5.041133 1.474921 0.18 0.51 -0.19
H 2.195255 3.754865 0.448475 1.37 0.25 -1.38
H 1.789868 3.466272 2.219697 1.07 -0.27 1.97
H 0.516934 3.222416 1.038868 -1.25 -0.66 -0.54
B 0.234211 0.970002 3.504536 -1.31 0.66 1.59
H 0.047195 1.956175 4.179527 0.17 0.49 0.23
H 1.359765 0.879340 3.324077 2.64 -0.34 0.31
H -0.184785 0.048557 4.129314 0.06 -0.54 -0.10
H -0.282871 1.188266 2.484334 -0.55 -0.09 -1.26
B 0.499063 -4.091420 -0.958328 1.88 -1.88 0.77
H 0.076254 -4.050432 -2.021905 -0.81 0.03 -1.75
H 1.699807 -3.946865 -1.066929 0.59 -0.20 -0.02
H 0.175399 -3.217474 -0.299720 -0.61 0.77 1.57
H 0.207444 -5.138533 -0.452860 -0.02 -0.35 0.22
B 2.994415 1.307950 -0.945146 1.52 -0.87 0.91
H 2.622518 0.247832 -1.115418 -0.60 -1.49 -0.78
H 3.733404 1.630992 -1.763235 1.53 0.64 -1.41
H 2.133624 2.009628 -0.899654 -1.90 1.83 0.13
H 3.500517 1.275368 0.087133 1.35 0.24 0.89
B -2.110596 3.545272 0.564421 -0.60 0.81 2.40
H -2.308112 3.714317 -0.544081 -0.88 0.64 -2.05
H -1.491444 2.579832 0.721078 1.15 -1.07 0.08
H -1.521621 4.492465 0.998523 0.21 0.38 0.07
H -3.059595 3.255788 1.234145 -0.69 0.38 -0.10
B -1.834847 -0.166931 -3.406744 -1.30 0.59 -1.61
H -1.512622 0.836294 -4.004219 0.46 0.44 -0.11
H -1.047070 -0.995295 -3.467613 0.98 -0.94 -0.97
H -2.036444 -0.017912 -2.301827 -0.35 0.02 1.47
H -2.891732 -0.545531 -3.821305 -0.22 -0.15 -0.43
B -0.071531 3.253827 -2.119029 -0.07 1.11 0.08
H -0.151511 2.181808 -2.447623 0.02 -2.17 -1.59
H -0.063442 3.147580 -0.989697 0.40 0.13 1.63
H 0.893115 3.821404 -2.434400 1.64 0.66 -0.84
H -1.032883 3.835567 -2.352413 -1.16 0.78 -0.89
B -0.102874 0.239568 -0.343320 0.54 0.45 0.78
H 0.128365 1.268599 0.055213 -0.04 1.80 0.76
H -1.161094 -0.063107 -0.134409 -2.02 -0.60 0.56
H 0.101665 0.353683 -1.438134 0.52 -0.03 -2.44
H 0.585240 -0.498148 0.146028 1.54 -1.87 0.79
B -4.479810 0.909146 -0.081136 -1.33 -0.25 1.17
H -5.255926 0.028327 -0.332412 -0.23 -0.22 -0.53
H -4.876631 1.565713 0.845739 -0.28 0.28 0.26
H -3.467115 0.483694 0.257602 1.59 -0.82 0.44
H -4.250005 1.675852 -0.912579 -0.11 1.46 -2.14
B -2.949719 -2.445623 -1.029132 -2.01 -0.05 -0.56
H -2.431859 -1.640485 -0.396815 0.82 0.93 1.08
H -3.593952 -1.883543 -1.873986 -0.13 0.11 -0.46
H -2.170376 -3.117364 -1.543129 1.31 -1.55 -1.13
H -3.720252 -3.145665 -0.428985 -0.02 -0.31 0.47
B -2.699442 -0.998991 2.805043 -0.59 -0.32 0.18
H -2.381124 -1.871905 2.032366 0.48 -0.38 -0.15
H -2.252195 -1.170407 3.926264 0.35 -0.14 0.50
H -2.455404 0.089838 2.378607 0.23 0.37 -0.02
H -3.914152 -1.106304 2.890843 -0.61 -0.04 0.11
B 1.658478 -1.182764 -3.166441 1.83 -0.06 -1.16
H 1.116179 -0.172360 -3.125292 -1.01 1.15 -0.07
H 1.012741 -1.884077 -3.809586 -0.66 -0.84 -1.33
H 2.791467 -1.038580 -3.573418 0.46 0.09 -0.30
H 1.704110 -1.681575 -2.145403 0.76 -0.29 1.68
C 3.703136 -2.762596 1.610532 0.60 -0.81 0.62
C 2.347657 -3.076516 2.249102 0.74 -0.22 -0.56
C 1.788002 -1.685507 2.546550 -1.16 -0.72 -0.48
O 2.513556 -0.762865 1.682687 0.97 -0.07 0.42
C 3.430410 -1.483388 0.859027 -0.39 -1.02 -0.17
H 4.059970 -3.570589 0.964829 -0.21 0.09 -0.21
H 4.470795 -2.687840 2.395473 0.00 0.52 -0.08
H 2.444338 -3.750646 3.101248 -0.09 0.25 0.20
H 1.805120 -3.624137 1.476368 -0.55 0.30 0.17
H 1.810955 -1.339867 3.575745 0.41 0.03 -0.02
H 0.729556 -1.677509 2.268748 0.01 0.36 0.00
H 4.348364 -0.950557 0.613527 -0.23 0.52 0.22
H 2.912453 -1.746321 -0.069536 0.13 0.10 -0.11
```
Forces are in eV/Å.

The largest force on an atom comes out at 0.054 Eh/bohr. The charge is -4. The LUMO energy is 5.93 eV. Its frontier orbital gap is 2.40 eV.